1.
Computed, not measured: a molecular structure, C6H15Br2MnNO2 at a distorted geometry, with ωB97M-V/def2-TZVPD.

## Properties
LUMO (alpha / beta), eV: -0.579 / -0.654
HOMO energy (alpha / beta), eV: -8.04 / -8.03
Energy above the lowest of the compared OMol25 structures with the same formula, charge and spin, kcal per mole: 89.7
Spin multiplicity: 6
Energy, eV: -183454.200

Structure (XYZ):
```
27
C6H15Br2MnNO2 ωB97M-V/def2-TZVPD
Mn 0.271 -1.226 0.169
Br 0.043 -1.251 3.768
Br 1.202 -3.859 -1.789
C -2.646 -2.333 -0.538
O -1.853 -1.167 -0.263
C -2.523 0.071 -0.268
C -1.645 1.278 0.034
N -0.255 1.120 -0.450
C 0.721 1.863 0.443
C 2.218 1.548 0.098
O 2.216 0.150 0.063
C 3.518 -0.392 0.001
H -2.098 -3.265 -0.679
H -3.267 -2.298 -1.433
H -3.284 -2.545 0.320
H -3.376 0.059 0.411
H -3.040 0.215 -1.217
H -1.723 1.534 1.091
H -2.212 2.169 -0.234
H -0.284 1.456 -1.402
H 0.516 1.861 1.513
H 0.524 2.905 0.190
H 2.777 1.898 0.966
H 2.706 1.953 -0.788
H 3.428 -1.381 0.450
H 4.271 0.127 0.594
H 3.796 -0.491 -1.049
```

Atom charges from the Mulliken analysis, given in e for atoms 1 to 5:
1 Mn 0.88
2 Br -0.75
3 Br -0.68
4 C -0.78
5 O -0.27

2.
Computed, not measured: 13 unconnected molecules or ions with the total composition C6H39NO13 at a distorted geometry, with ωB97M-V/def2-TZVPD.

## Properties
LUMO, eV: 0.205
HOMO energy, eV: -9.35
Energy above the lowest of the compared OMol25 structures with the same formula, charge and spin, kcal per mole: 14.6
Energy, eV: -34965.209

Structure (XYZ):
```
59
C6H39NO13 ωB97M-V/def2-TZVPD
C -0.045 0.554 -2.747
O 1.212 -0.146 -2.907
C -0.009 1.585 -1.633
C 0.520 0.987 -0.340
C -0.420 -0.042 0.295
C -1.399 0.514 1.317
N -0.680 0.765 2.588
C -1.612 1.129 3.650
H -0.169 1.018 -3.724
H -0.830 -0.200 -2.591
H 1.352 -0.787 -2.168
H -1.020 1.971 -1.501
H 0.590 2.459 -1.917
H 1.505 0.533 -0.484
H 0.704 1.803 0.366
H 0.168 -0.823 0.762
H -0.991 -0.515 -0.517
H -1.914 1.404 0.972
H -2.155 -0.247 1.525
H -0.031 1.538 2.466
H -2.295 1.954 3.429
H -2.246 0.273 3.906
H -1.042 1.373 4.558
H 2.413 1.013 -2.707
H 3.938 1.260 -2.924
O 3.154 1.666 -2.537
H 3.230 2.353 -1.041
H 4.038 3.477 -0.267
O 3.329 2.835 -0.172
H -0.888 -2.983 -2.483
H -1.044 -3.470 -1.010
O -1.540 -3.279 -1.844
H -3.903 0.163 -1.795
H -4.885 1.036 -1.077
O -4.102 1.108 -1.634
H 0.250 -3.118 1.078
H 0.229 -4.622 0.541
O 0.090 -3.707 0.284
H -4.878 -1.280 -0.396
H -4.798 -0.639 1.015
O -5.404 -0.812 0.288
H 1.325 -2.911 -1.003
H 2.418 -1.861 -0.646
O 1.965 -2.291 -1.411
H 1.672 -2.003 2.084
H 0.327 -1.487 2.599
O 0.811 -2.325 2.451
H 2.659 1.368 2.327
H 3.517 1.591 1.060
O 3.405 1.000 1.835
H 3.840 -1.876 1.250
H 3.085 -0.513 1.282
O 2.986 -1.484 1.036
H 0.897 4.032 1.600
H 2.198 3.385 1.081
O 1.596 3.421 1.857
H -2.992 -2.285 -1.731
H -4.327 -2.139 -2.491
O -3.803 -1.722 -1.805
```

Atom charges from the Mulliken analysis, given in e for atoms 1 to 5:
1 C -0.37
2 O -0.67
3 C -0.96
4 C 0.43
5 C 2.06

3.
Computed, not measured: a molecular structure, C4H3N2 at a distorted geometry, with ωB97M-V/def2-TZVPD.

## Properties
LUMO (alpha / beta), eV: -5.826 / -9.115
HOMO energy (alpha / beta), eV: -13.43 / -15.94
Energy above the lowest of the compared OMol25 structures with the same formula, charge and spin, kcal per mole: 87.0
Spin multiplicity: 3
Charge: +1
Energy, eV: -7159.646

Structure (XYZ):
```
9
C4H3N2 ωB97M-V/def2-TZVPD
C -2.548 -0.322 -0.053
C -2.016 0.990 0.030
C -0.712 -1.064 0.031
C 0.526 -0.932 -0.056
N -3.306 0.785 -0.062
N -1.985 -1.466 0.078
H -1.338 1.671 0.431
H 1.328 -1.740 -0.230
H 0.914 0.079 -0.044
```

Atom charges from the Mulliken analysis, given in e for atoms 1 to 5:
1 C 0.74
2 C 0.07
3 C 0.56
4 C -0.58
5 N -0.30

4.
Computed, not measured: a molecular structure, C32H73N3O11Sr2 at a distorted geometry, with ωB97M-V/def2-TZVPD.

## Properties
LUMO, eV: -9.620
HOMO energy, eV: -10.94
Energy above the lowest of the compared OMol25 structures with the same formula, charge and spin, kcal per mole: 0.0
Charge: +2
Energy, eV: -63014.159

Structure (XYZ):
```
121
C32H73N3O11Sr2 ωB97M-V/def2-TZVPD
Sr 2.905 -1.673 6.205
Sr 4.132 1.787 4.157
C 1.637 -4.020 2.709
C 1.799 -4.284 4.187
O 1.061 -5.106 4.710
O 2.818 -3.762 4.827
H 2.516 -4.297 2.128
H 1.325 -2.995 2.489
H 0.796 -4.593 2.326
C 0.335 -0.638 2.339
C 1.198 -0.176 3.468
O 2.155 0.643 3.231
O 1.039 -0.652 4.628
H 0.914 -0.714 1.421
H -0.408 0.131 2.104
H -0.204 -1.533 2.637
C 3.205 -2.808 -0.732
O 4.351 -2.803 0.133
H 2.416 -2.174 -0.319
H 3.421 -2.689 -1.790
H 2.739 -3.793 -0.625
H 4.198 -2.047 0.700
O -2.377 -3.348 2.896
H -2.036 -3.776 3.690
H -2.814 -2.551 3.217
O -1.809 -0.896 5.618
H -1.005 -0.544 5.221
H -1.661 -1.847 5.658
O 1.990 3.396 4.120
H 1.107 3.104 4.387
H 1.831 4.150 3.535
C 1.814 1.685 -0.082
C 2.067 1.829 -1.562
C 0.936 2.664 -2.169
C 1.208 3.140 -3.587
C 2.510 3.916 -3.616
C 3.707 3.126 -3.076
N 3.296 2.599 -1.772
O 4.376 2.062 -1.009
C 4.170 2.050 -4.061
C 4.824 4.136 -2.882
C 2.061 0.448 -2.250
H 2.450 1.019 0.505
H 0.773 1.386 0.068
H 1.946 2.629 0.467
H 0.000 2.090 -2.222
H 0.658 3.482 -1.494
H 0.395 3.607 -4.145
H 1.287 2.240 -4.215
H 2.376 4.810 -2.999
H 2.747 4.262 -4.624
H 3.326 1.428 -4.339
H 4.604 2.501 -4.955
H 4.985 1.448 -3.656
H 4.624 4.898 -2.119
H 5.719 3.662 -2.462
H 5.114 4.663 -3.788
H 1.768 0.520 -3.292
H 1.314 -0.215 -1.798
H 3.027 -0.046 -2.138
H 4.739 2.844 -0.581
C -2.474 5.088 -0.424
C -3.779 4.500 0.175
C -3.951 3.099 -0.381
C -2.944 2.100 0.182
C -2.999 2.051 1.700
C -3.055 3.438 2.378
N -3.773 4.476 1.644
O -3.543 5.758 2.189
C -3.799 3.265 3.715
C -1.612 3.835 2.759
C -4.895 5.429 -0.273
H -2.363 6.156 -0.256
H -2.501 4.903 -1.502
H -1.608 4.515 -0.087
H -4.960 2.707 -0.216
H -3.790 3.074 -1.460
H -1.937 2.401 -0.138
H -3.082 1.115 -0.269
H -2.093 1.584 2.090
H -3.877 1.475 1.999
H -3.410 2.431 4.301
H -3.829 4.233 4.220
H -4.865 3.056 3.579
H -1.017 3.729 1.840
H -1.544 4.859 3.120
H -1.128 3.138 3.454
H -4.764 6.402 0.210
H -5.884 5.114 0.072
H -4.928 5.677 -1.333
H -4.391 5.978 2.589
C -0.830 -5.792 0.214
C -1.659 -5.082 -0.891
C -1.732 -3.610 -0.516
C -0.463 -2.813 -0.844
C -0.093 -3.078 -2.290
C 0.005 -4.525 -2.799
N -1.053 -5.344 -2.212
O -0.971 -6.699 -2.484
C -0.213 -4.394 -4.307
C 1.374 -5.185 -2.570
C -3.081 -5.627 -0.933
H 0.133 -5.285 0.267
H -0.699 -6.850 -0.010
H -1.399 -5.743 1.141
H -2.655 -3.112 -0.820
H -1.796 -3.507 0.573
H 0.367 -3.007 -0.162
H -0.732 -1.755 -0.756
H 0.925 -2.698 -2.465
H -0.709 -2.461 -2.943
H 0.567 -3.778 -4.767
H -0.277 -5.341 -4.840
H -1.120 -3.826 -4.524
H 1.370 -6.165 -3.045
H 2.140 -4.553 -3.019
H 1.649 -5.367 -1.529
H -3.621 -5.452 0.001
H -3.161 -6.706 -1.073
H -3.619 -5.154 -1.755
H -0.248 -7.056 -1.941
```

Atom charges from the Mulliken analysis, given in e for atoms 1 to 5:
1 Sr 1.69
2 Sr 1.75
3 C 0.32
4 C 0.31
5 O -0.59

5.
Computed, not measured: a molecular structure, C47H84N9O9Zr at a distorted geometry, with ωB97M-V/def2-TZVPD.

## Properties
LUMO, eV: -11.869
HOMO energy, eV: -13.23
Charge: +3
Energy, eV: -83188.915

Structure (XYZ):
```
150
C47H84N9O9Zr ωB97M-V/def2-TZVPD
Zr -3.789 2.788 1.693
C 0.406 2.343 1.425
C -0.711 1.622 0.623
C -0.759 0.147 0.978
O -1.931 2.295 0.785
H 1.278 1.746 1.126
H 0.268 2.402 2.502
H 0.712 3.318 1.042
H -0.433 1.786 -0.425
H 0.177 -0.396 0.842
H -1.624 -0.323 0.509
H -0.870 -0.001 2.060
C -4.329 -3.831 -7.969
C -4.387 -5.227 -7.835
C -4.419 -5.758 -6.544
C -4.284 -4.959 -5.413
C -4.162 -3.577 -5.589
C -4.191 -3.036 -6.859
C -3.997 -2.631 -4.426
O -3.915 -1.429 -4.541
C -3.814 -3.272 -3.054
C -3.793 -2.476 -1.911
C -3.699 -3.118 -0.664
C -3.676 -4.487 -0.504
C -3.864 -5.245 -1.673
C -4.001 -4.654 -2.915
C -4.237 -5.576 -4.091
O -4.169 -6.768 -3.910
H -4.498 -3.494 -8.984
H -4.513 -5.877 -8.688
H -4.420 -6.836 -6.443
H -4.086 -1.984 -7.098
H -3.482 -1.444 -1.813
H -3.636 -2.480 0.212
H -3.628 -4.756 0.537
H -3.981 -6.319 -1.602
C -4.315 2.495 -1.652
O -4.354 2.749 -0.409
N -3.429 1.648 -2.199
N -5.147 3.126 -2.492
H -3.567 1.070 -3.011
H -2.704 1.481 -1.508
H -5.984 3.530 -2.098
H -5.165 2.793 -3.442
C 3.518 1.638 -0.992
O 3.470 0.622 -0.300
N 3.299 2.890 -0.511
N 3.819 1.554 -2.326
H 3.758 3.669 -0.947
H 2.856 3.045 0.371
H 3.483 0.778 -2.864
H 4.209 2.344 -2.807
C -2.279 1.435 4.575
O -2.692 1.646 3.398
N -3.075 1.508 5.639
N -0.984 1.150 4.805
H -2.802 1.263 6.576
H -4.065 1.594 5.476
H -0.503 1.210 5.684
H -0.456 0.910 3.980
C -0.435 -0.733 -5.724
C -0.008 -0.545 -4.281
C -0.715 -1.480 -3.277
C 0.076 -2.725 -2.921
C 0.970 -3.115 -4.080
C 2.091 -2.091 -4.379
N 1.474 -0.753 -4.195
O 2.161 0.257 -4.863
C 3.230 -2.248 -3.328
C 2.740 -2.395 -5.749
C -0.349 0.879 -3.775
H -0.377 -1.775 -6.047
H 0.168 -0.234 -6.488
H -1.443 -0.360 -5.923
H -1.126 -0.948 -2.415
H -1.652 -1.755 -3.768
H -0.706 -3.485 -2.819
H 0.607 -2.700 -1.970
H 0.425 -3.603 -4.887
H 1.537 -3.937 -3.626
H 2.881 -2.062 -2.311
H 3.535 -3.294 -3.291
H 4.023 -1.587 -3.666
H 3.620 -1.819 -6.021
H 2.916 -3.468 -5.826
H 1.965 -2.252 -6.512
H 0.218 1.637 -4.319
H -0.204 0.866 -2.698
H -1.371 1.173 -4.025
H 2.414 -0.095 -5.735
C -2.784 -5.320 4.677
C -1.417 -4.609 4.507
C -0.257 -5.555 4.959
C 0.033 -6.625 3.851
C 0.431 -5.996 2.543
C -0.084 -4.582 2.261
N -1.261 -4.322 3.077
O -2.290 -3.676 2.430
C 0.942 -3.502 2.684
C -0.331 -4.437 0.761
C -1.363 -3.310 5.327
H -2.700 -6.376 4.430
H -3.541 -4.859 4.052
H -3.048 -5.225 5.729
H 0.696 -5.187 5.332
H -0.734 -6.132 5.753
H -0.887 -7.213 3.823
H 0.826 -7.273 4.220
H 0.380 -6.716 1.723
H 1.522 -5.910 2.633
H 1.277 -3.625 3.711
H 1.792 -3.467 2.001
H 0.406 -2.552 2.616
H 0.496 -4.850 0.179
H -1.198 -4.884 0.279
H -0.326 -3.355 0.596
H -1.880 -3.445 6.278
H -1.925 -2.587 4.727
H -0.393 -2.893 5.590
H -3.003 -4.308 2.249
C 2.244 6.184 4.021
C 3.193 6.476 2.872
C 2.725 7.722 2.022
C 2.991 9.031 2.767
C 4.477 9.158 3.017
C 4.937 7.984 3.893
N 4.542 6.685 3.395
O 5.131 5.672 4.153
C 6.491 8.116 3.899
C 4.501 8.419 5.351
C 3.209 5.306 1.898
H 2.455 5.277 4.596
H 1.287 5.965 3.530
H 2.118 6.912 4.818
H 3.422 7.750 1.184
H 1.661 7.639 1.822
H 2.301 9.136 3.610
H 2.758 9.931 2.186
H 4.768 10.152 3.352
H 4.871 9.203 1.992
H 6.838 7.955 2.878
H 6.881 8.954 4.475
H 7.039 7.332 4.442
H 3.466 8.147 5.537
H 5.153 7.845 6.011
H 4.667 9.472 5.552
H 3.219 4.318 2.363
H 4.045 5.439 1.208
H 2.345 5.280 1.225
H 5.788 5.342 3.521
```

Atom charges from the Mulliken analysis, given in e for atoms 1 to 5:
1 Zr 1.56
2 C -1.95
3 C 1.76
4 C -1.14
5 O -0.43

6.
Computed, not measured: 2 unconnected molecules or ions with the total composition C16H17N at a distorted geometry, with ωB97M-V/def2-TZVPD.

## Properties
LUMO (alpha / beta), eV: -3.662 / -6.837
HOMO energy (alpha / beta), eV: -11.51 / -11.51
Energy above the lowest of the compared OMol25 structures with the same formula, charge and spin, kcal per mole: 20.9
Spin multiplicity: 2
Charge: +1
Energy, eV: -18349.875

Structure (XYZ):
```
34
C16H17N ωB97M-V/def2-TZVPD
C -4.306 2.016 -2.184
C -2.644 2.990 -0.520
C -3.100 1.944 -1.313
C -1.531 2.935 0.292
C -0.739 1.782 0.250
C -2.344 0.772 -1.249
C -1.130 0.737 -0.561
H -3.208 3.921 -0.579
H -1.127 3.771 0.846
H -4.814 2.974 -2.173
H -5.077 1.392 -1.706
H 0.109 1.725 0.914
H -2.699 -0.158 -1.686
H -0.480 -0.066 -0.893
H -4.133 1.602 -3.174
C 1.805 -3.604 -1.228
C 1.673 -1.792 0.626
C 2.076 -2.267 -0.650
C 1.970 -0.422 0.697
C 2.772 -1.185 -1.232
C 0.794 -2.380 1.561
C 0.241 -1.546 2.522
C 0.748 -0.259 2.671
C 1.629 0.361 1.760
N 2.781 -0.122 -0.425
H 0.605 -3.445 1.491
H -0.683 -1.821 3.001
H 0.398 0.303 3.522
H 2.753 -4.160 -1.263
H 1.397 -3.477 -2.201
H 3.227 -1.032 -2.198
H 2.774 0.807 -0.830
H 2.009 1.371 1.823
H 1.233 -4.237 -0.586
```

Atom charges from the Mulliken analysis, given in e for atoms 1 to 5:
1 C -1.38
2 C -0.35
3 C 0.52
4 C -1.04
5 C 0.21

7.
Computed, not measured: a molecular structure, C5H14N2O2 at a distorted geometry, with ωB97M-V/def2-TZVPD.

## Properties
LUMO, eV: 0.581
HOMO energy, eV: -7.11
Energy above the lowest of the compared OMol25 structures with the same formula, charge and spin, kcal per mole: 119.8
Energy, eV: -12483.135

Structure (XYZ):
```
23
C5H14N2O2 ωB97M-V/def2-TZVPD
C -1.181 0.527 0.095
C 1.015 0.479 0.423
C 0.900 -0.532 -0.558
C -1.661 0.775 1.503
C 0.654 -1.961 -0.162
N -2.024 -0.389 -0.581
N 2.788 -0.565 -0.794
O -1.190 1.825 -0.583
O 1.315 1.760 0.156
H -1.174 1.652 -1.533
H 0.548 2.224 -0.253
H 1.302 0.184 1.429
H 0.643 -0.221 -1.563
H -3.009 -0.124 -0.583
H -1.746 -0.608 -1.528
H 3.150 0.382 -0.911
H 3.261 -0.950 0.024
H -2.710 1.110 1.516
H -1.594 -0.139 2.095
H -1.079 1.567 1.977
H 1.140 -2.631 -0.872
H 1.062 -2.165 0.831
H -0.410 -2.201 -0.128
```

Atom charges from the Mulliken analysis, given in e for atoms 1 to 5:
1 C 0.58
2 C -0.16
3 C 0.52
4 C -1.56
5 C -1.39

8.
Computed, not measured: a single C2HN2PS molecule at a distorted geometry, with ωB97M-V/def2-TZVPD.

## Properties
LUMO, eV: -0.931
SMILES: N#CP(S)C#N
HOMO energy, eV: -10.74
Energy above the lowest of the compared OMol25 structures with the same formula, charge and spin, kcal per mole: 21.3
Energy, eV: -25192.488

Structure (XYZ):
```
7
C2HN2PS ωB97M-V/def2-TZVPD
C -0.090 1.662 -0.026
C 1.006 -0.534 -0.894
N -0.026 2.674 0.491
N 2.143 -0.655 -0.945
P -0.662 -0.141 -0.809
S -0.905 -0.930 1.174
H -1.466 -2.076 1.009
```

Atom charges from the Mulliken analysis, given in e for atoms 1 to 5:
1 C 0.15
2 C 0.45
3 N -0.32
4 N -0.29
5 P 0.04

9.
Computed, not measured: a single C6H13NO molecule at a distorted geometry, with ωB97M-V/def2-TZVPD.

## Properties
LUMO, eV: 0.853
SMILES: C=C(C)C(C)(C)ON
HOMO energy, eV: -9.33
Energy above the lowest of the compared OMol25 structures with the same formula, charge and spin, kcal per mole: 79.6
Energy, eV: -9967.722

Structure (XYZ):
```
21
C6H13NO ωB97M-V/def2-TZVPD
C -0.271 -0.332 0.388
C -1.488 0.300 1.070
C -0.418 -1.859 0.390
C 1.648 0.007 -1.371
C 0.074 0.185 -0.976
N 1.327 1.242 1.693
C -0.717 0.777 -1.878
O 0.996 -0.083 1.231
H 0.925 1.880 1.008
H 0.800 1.312 2.563
H -1.500 0.052 2.138
H -2.426 -0.045 0.621
H -1.473 1.392 0.995
H -1.153 -2.195 -0.350
H 0.533 -2.365 0.199
H -0.744 -2.207 1.377
H 2.074 1.012 -1.385
H 1.653 -0.413 -2.380
H 2.270 -0.662 -0.775
H -0.332 1.062 -2.855
H -1.776 0.941 -1.704
```

Atom charges from the Mulliken analysis, given in e for atoms 1 to 5:
1 C 1.60
2 C -1.83
3 C -1.53
4 C -1.36
5 C 0.38

Which formula does entry 8 have?
C2HN2PS

energy of number 9 (C6H13NO)?
-9967.722 eV

energy of number 4 (C32H73N3O11Sr2)?
-63014.159 eV